[1]
Here is a molecular structure, C34H77Ca3N3O12P2 from the OMol25 dataset. Energies are from the ωB97M-V functional and the def2-TZVPD basis.

Its net charge is 0. Its strongest force on any atom is 2.50 eV Å⁻¹. Its HOMO-LUMO gap is 4.798 eV. The calculation puts the HOMO energy at -6.0 eV. Its LUMO energy is -1.19 eV.

Last column: Löwdin charge in e.
Positions of all 131 atoms, in Å:
H 9.505 0.143 -3.608  0.117
C 14.344 2.694 -13.626  -0.152
C 9.632 -1.845 -12.855  -0.065
H 6.299 -2.367 -4.714  0.072
O 11.026 0.122 -10.252  -0.473
H 6.343 0.502 -5.536  0.115
H 15.711 5.519 -7.379  0.069
H 10.329 -1.123 -13.276  0.073
O 12.263 3.786 -5.603  -0.528
N 11.310 -3.137 -11.496  -0.304
H 14.180 4.981 -6.631  0.049
O 13.625 0.465 -13.141  -0.163
Ca 9.737 1.004 -6.503  1.346
C 11.775 5.589 -10.643  -0.153
C 12.410 -5.351 -12.188  -0.068
H 10.989 -1.670 -3.662  0.094
H 12.413 -4.414 -10.282  0.094
H 15.296 3.937 -8.953  0.099
H 11.794 -5.508 -13.074  0.072
H 11.541 -4.968 -7.938  0.113
H 12.158 -1.368 -12.338  0.081
H 14.285 -1.419 -11.367  0.086
H 9.227 -1.381 -11.949  0.060
C 10.284 -3.188 -12.562  -0.253
H 14.603 3.153 -14.579  0.107
H 14.807 3.250 -12.812  0.092
Ca 10.555 -1.936 -9.589  1.474
C 13.525 -2.074 -10.943  -0.056
H 15.484 3.278 -5.337  0.110
N 8.202 -0.331 -5.183  -0.266
C 15.805 1.299 -6.983  -0.254
H 6.883 -3.457 -5.966  0.075
H 12.991 1.592 -11.535  0.101
H 12.541 6.361 -10.731  0.115
H 6.403 1.945 -3.390  0.079
H 9.485 -3.846 -12.186  0.120
H 10.933 -0.977 -5.263  0.041
C 7.819 -1.500 -6.000  -0.266
C 15.836 3.035 -8.651  -0.246
C 12.402 4.280 -10.216  -0.208
C 6.340 2.011 -9.413  -0.136
N 15.318 2.647 -7.328  -0.258
H 13.656 -1.564 -8.031  0.096
C 14.757 1.208 -13.584  -0.193
H 8.724 3.376 -8.560  0.108
H 11.689 5.678 -7.456  0.123
O 12.557 4.410 -8.800  -0.259
H 15.584 0.630 -7.814  0.090
H 16.908 3.588 -6.289  0.121
C 10.806 5.878 -9.489  -0.128
H 16.389 1.211 -9.739  0.074
H 6.447 2.220 -10.477  0.107
H 8.138 1.665 -3.376  0.076
H 13.139 -1.516 -10.086  0.037
H 8.717 -1.848 -6.526  0.089
H 12.946 -2.830 -12.859  0.125
H 7.879 -3.114 -4.557  0.069
C 15.264 5.020 -6.516  -0.072
C 7.258 1.678 -4.017  -0.067
C 7.905 3.084 -7.897  -0.172
H 12.618 -6.346 -11.790  0.082
C 15.805 3.611 -6.324  -0.248
C 12.689 1.392 -12.568  -0.202
O 10.812 1.928 -8.311  -0.500
C 15.652 2.011 -9.771  -0.087
H 13.748 -5.412 -7.129  0.107
O 9.839 2.949 -5.380  -0.501
H 15.477 5.626 -5.638  0.083
H 10.650 4.338 -7.922  0.086
C 7.421 1.059 -8.909  -0.189
C 13.174 -2.248 -7.340  -0.177
H 11.710 0.925 -12.579  0.100
C 9.104 -0.752 -4.095  -0.240
H 14.072 0.529 -5.951  0.047
C 13.281 -4.564 -6.628  -0.135
H 12.419 3.532 -13.028  0.098
P 11.360 0.573 -8.802  -0.039
H 5.351 1.587 -9.255  0.104
H 12.688 -1.630 -6.581  0.114
O 12.172 -3.021 -8.035  -0.278
H 8.570 -1.298 -3.304  0.124
H 15.570 -0.276 -5.529  0.073
C 15.137 0.701 -5.750  -0.061
H 8.222 0.843 -9.627  0.114
H 11.763 3.413 -10.433  0.119
H 16.907 1.327 -6.905  0.125
H 8.814 -1.993 -13.557  0.085
O 10.574 -0.486 -7.952  -0.617
Ca 12.829 2.544 -7.301  1.348
H 7.150 -1.135 -6.783  0.099
H 13.131 -4.874 -5.595  0.111
C 11.716 -4.509 -11.117  -0.253
C 7.184 -2.671 -5.272  -0.075
C 11.369 5.065 -8.294  -0.165
C 12.827 2.617 -13.454  -0.152
C 12.465 -2.353 -11.998  -0.239
H 14.381 -2.929 -5.716  0.112
O 11.735 1.434 -5.634  -0.638
H 11.209 -4.000 -6.480  0.112
H 5.772 3.367 -7.818  0.110
H 7.417 2.482 -4.731  0.058
H 11.286 5.486 -11.613  0.106
H 9.806 5.504 -9.721  0.100
C 14.121 -3.274 -6.713  -0.123
O 12.865 0.647 -8.558  -0.431
H 15.055 0.851 -14.573  0.114
H 13.384 4.077 -10.650  0.113
P 11.312 2.758 -4.876  -0.070
H 14.025 -2.974 -10.574  0.081
H 15.731 2.555 -10.714  0.061
C 6.990 0.337 -4.668  -0.243
H 6.451 -0.313 -3.968  0.109
H 14.656 1.559 -9.738  0.050
H 10.822 -5.035 -10.770  0.117
H 14.997 -3.391 -7.344  0.111
O 7.963 1.654 -7.732  -0.299
H 13.370 -4.935 -12.492  0.075
C 6.554 3.298 -8.576  -0.131
O 11.507 2.829 -3.414  -0.363
H 8.023 3.552 -6.925  0.116
H 16.900 3.314 -8.589  0.125
H 12.352 2.401 -14.412  0.117
H 7.000 0.095 -8.607  0.106
H 10.107 -2.519 -4.935  0.054
H 15.592 1.035 -12.896  0.108
H 6.511 4.201 -9.182  0.109
H 15.147 1.332 -4.865  0.078
H 10.695 6.937 -9.265  0.107
H 10.639 -3.672 -13.475  0.118
C 10.343 -1.531 -4.527  -0.073
C 11.939 -4.199 -7.275  -0.191

=====

[2]
Here is 8 unconnected molecules or ions with the total composition C34H77FN5O21P2S7 from the OMol25 dataset. Energies are from the ωB97M-V functional and the def2-TZVPD basis.

Its net charge is +1. Its strongest force on any atom is 8.39 eV Å⁻¹. Its HOMO-LUMO gap is 6.786 eV. The calculation puts the HOMO energy at -10.6 eV. Its LUMO energy is -3.84 eV.

Last column: Löwdin charge in e.
Positions of all 147 atoms, in Å:
F -5.935 -5.178 0.396  0.070
O 3.908 0.678 1.036  -0.307
P -0.462 -2.269 0.465  0.943
S 3.462 -4.902 -0.485  0.607
H 4.725 0.770 3.703  0.077
O 5.162 2.875 0.901  -0.292
H -9.111 -4.990 1.433  0.085
S 6.920 5.689 5.261  0.625
H -3.779 -5.780 2.255  0.170
H -1.378 6.192 -1.619  0.072
S -9.123 4.193 -4.766  0.612
H 7.030 6.005 2.930  0.079
S 1.350 5.041 -0.869  0.621
C 1.775 -5.172 -0.004  -0.135
H -6.052 -4.662 6.396  0.072
H -8.514 1.272 1.601  0.094
C 6.322 -6.514 -0.257  -0.071
N -4.740 -4.547 0.355  -0.069
H -7.202 -4.187 7.680  0.081
H -5.655 -1.056 -3.810  0.084
P -2.272 -1.123 -1.720  0.740
C 11.263 -3.132 -0.548  -0.120
C -5.972 -0.593 -2.782  -0.041
O 0.934 3.802 -0.247  -0.298
H -6.755 1.615 -3.705  0.090
H 12.248 -2.945 -0.980  0.077
O 10.212 -1.417 -2.229  -0.289
H 6.176 -6.966 0.729  0.086
C -5.136 -3.006 -1.610  -0.141
N -2.458 -4.127 1.191  0.081
H 6.247 7.385 3.754  0.077
H 6.445 -5.438 -0.104  0.069
C 4.819 1.757 3.247  -0.111
H 7.682 6.171 8.179  0.073
H 0.763 -1.801 -1.797  0.083
H -10.577 6.631 -6.839  0.126
S -8.277 -4.493 5.608  0.625
O 6.783 4.247 5.276  -0.298
C -7.022 1.546 -1.257  -0.016
H 8.137 1.727 -0.235  0.089
H 9.254 -2.076 -4.640  0.071
H -6.067 -1.498 1.055  0.097
O -8.088 -3.135 5.147  -0.291
H 10.113 -5.008 -4.482  0.125
H -0.757 3.856 -2.258  0.113
H 5.107 -7.878 -1.375  0.125
H -1.017 -0.659 -2.329  0.033
H -0.619 -1.694 2.913  0.057
C 9.722 -4.096 -4.017  -0.279
N -2.046 -2.317 -0.434  -0.372
H 7.803 0.589 -1.564  0.077
O 4.152 -4.255 0.610  -0.283
H -1.983 -0.780 1.989  0.057
H -0.115 -0.139 1.974  0.050
C 7.366 1.110 -0.708  -0.067
C 9.730 -2.976 -5.040  -0.075
H -9.433 4.912 -8.300  0.086
S 4.957 1.568 1.487  0.632
C -0.367 4.706 -2.827  -0.282
C -8.570 -4.694 2.336  -0.079
C -8.884 5.650 -7.708  -0.076
H 9.189 -3.273 -5.943  0.081
H -7.135 -5.891 7.138  0.077
H -9.046 -3.793 2.736  0.077
H 5.960 -0.447 -0.160  0.118
H 7.247 -6.902 -0.693  0.083
H 6.490 6.287 9.484  0.082
H 1.789 0.162 0.627  0.061
C -5.751 -1.495 -1.391  -0.164
H 4.637 6.197 7.885  0.124
H -8.647 6.510 -8.341  0.083
O 10.566 -3.798 -2.915  -0.265
H 3.564 5.106 -0.070  0.068
H 1.759 -5.742 0.927  0.080
H -10.900 2.641 -4.594  0.078
H 3.406 4.063 -1.515  0.074
C 5.140 -6.804 -1.163  -0.276
H 7.560 -0.605 0.560  0.124
C 6.318 6.297 3.705  -0.119
O 8.175 6.345 5.554  -0.281
N -4.274 -3.526 -0.506  0.019
C -9.693 6.081 -6.499  -0.276
C 0.956 -1.632 -0.633  -0.415
O -8.541 5.158 -3.857  -0.289
N -2.882 0.225 -0.985  -0.271
H 1.262 -5.713 -0.801  0.078
H 6.685 7.617 8.315  0.087
H -0.819 6.792 -3.178  0.087
H 2.016 0.414 -1.257  0.094
C 1.284 -0.005 -0.437  -0.178
H 10.755 -2.706 -5.312  0.087
H 11.165 -4.174 -0.238  0.076
C -7.350 1.412 1.531  -0.114
H 8.703 -4.318 -3.680  0.114
H -7.942 5.184 -7.403  0.071
H 5.707 2.273 3.618  0.063
C -10.331 3.240 -3.881  -0.119
H -0.348 4.408 -3.881  0.122
C -1.257 5.925 -2.673  -0.076
H 3.417 5.852 -1.688  0.077
H 1.952 -2.216 -0.377  0.078
H -7.545 -4.423 2.064  0.054
H 3.928 2.352 3.455  0.079
C 6.786 0.119 0.283  -0.270
H -9.597 -6.035 3.696  0.121
H 11.098 -2.470 0.305  0.077
C 6.680 6.529 8.434  -0.076
H -3.795 0.490 -1.414  -0.062
H -3.103 -1.546 -2.816  -0.008
H 5.674 4.802 7.593  0.115
H -2.250 5.733 -3.090  0.080
O -10.160 4.961 -5.762  -0.264
C -8.578 -5.814 3.359  -0.274
C -6.605 0.954 -2.740  -0.023
O 6.374 0.763 1.480  -0.256
O -8.311 3.288 -5.550  -0.301
O -7.734 -5.515 4.461  -0.275
O 0.973 4.992 -2.454  -0.268
O 3.477 -4.364 -1.829  -0.292
O 8.746 -3.251 -1.279  -0.297
H -9.802 2.587 -3.184  0.062
H 1.307 -4.197 0.149  -0.023
C -7.037 -4.849 6.828  -0.122
H -8.187 -6.725 2.894  0.123
H 5.242 -6.289 -2.124  0.116
C 5.631 5.895 7.539  -0.280
H 6.594 1.789 -1.082  0.068
H -6.086 -3.724 -1.699  0.155
H -9.118 6.759 -5.859  0.117
O -9.554 -4.968 6.097  -0.276
C -6.844 0.678 0.151  -0.160
H -7.463 2.644 -1.178  0.103
C -2.908 -3.263 0.030  -0.282
O 3.912 -6.468 -0.535  -0.266
C -6.189 -0.846 0.066  0.013
H 0.264 0.615 -0.421  0.076
O 5.757 6.342 6.197  -0.267
H 5.342 5.851 3.505  0.072
S 10.023 -2.775 -1.768  0.615
C -3.725 -4.980 1.393  0.119
C 3.115 5.012 -1.061  -0.120
H -4.573 -3.143 -2.654  0.135
H -7.120 2.574 1.391  0.094
C -0.843 -1.054 1.931  -0.271
H -10.986 3.920 -3.334  0.078
O 0.969 6.333 -0.341  -0.286
H -6.764 1.089 2.497  0.089

=====

[3]
Here is 7 unconnected molecules or ions with the total composition C34H78Cl4O15 from the OMol25 dataset. Energies are from the ωB97M-V functional and the def2-TZVPD basis.

Its net charge is 0. Its strongest force on any atom is 3.26 eV Å⁻¹. Its HOMO-LUMO gap is 9.731 eV. The calculation puts the HOMO energy at -9.1 eV. Its LUMO energy is 0.59 eV. The SMILES is COCCOCCOC.COCCOCCOC.COCCOCCOC.COCCOCCOC.COCCOCCOC.ClCCCl.ClCCCl.

Last column: Löwdin charge in e.
Positions of all 131 atoms, in Å:
H 1.750 -3.049 6.293  0.093
O 0.112 0.152 4.447  -0.144
C -4.413 6.117 -1.808  -0.239
C 6.064 2.048 3.767  -0.041
H 0.033 -3.374 6.727  0.107
C 0.217 1.510 4.736  -0.221
H 6.511 1.356 4.505  0.089
C -0.831 -1.989 4.680  -0.186
H -6.119 7.050 0.827  0.105
O 5.841 -4.894 -2.248  -0.183
H 7.052 -6.483 -1.644  0.080
H 0.609 -2.469 -4.314  0.116
C 1.945 -1.837 -6.255  -0.116
H -3.518 0.557 -1.215  0.144
C -1.683 0.242 -3.410  -0.251
H -0.865 -0.392 6.225  0.128
C 1.730 -5.027 2.650  -0.126
H -5.484 8.081 -0.462  0.078
H 1.473 -0.368 0.649  0.083
H -4.337 7.085 0.413  0.088
H 2.689 0.424 2.545  0.100
H 1.768 -2.569 -7.047  0.085
H -7.088 -0.004 -4.122  0.083
Cl -0.786 0.162 1.010  0.636
Cl 4.829 5.594 1.656  0.500
H -3.483 6.338 -1.298  0.119
H 0.895 -5.530 2.146  0.087
O -2.043 2.311 4.862  -0.200
H 1.048 -1.222 -6.129  0.079
H -3.269 2.765 3.194  0.071
H 2.729 3.761 3.187  0.049
C -0.937 -0.504 5.133  -0.168
H 1.988 5.088 2.280  0.069
H 4.367 -4.641 2.583  0.136
O -5.736 1.332 -4.961  -0.186
H 3.360 4.271 0.239  0.063
H -0.495 3.405 4.108  0.113
Cl -0.790 -3.270 0.770  0.568
C -3.033 3.121 4.225  -0.089
C -5.233 0.607 -6.053  -0.230
O 0.468 -2.489 4.867  -0.215
H 1.222 1.796 4.377  0.112
H -2.698 4.184 4.263  0.098
C -7.046 0.951 -4.624  -0.105
C -4.263 2.341 -2.074  -0.154
H -3.948 -0.060 1.047  0.090
O -5.455 6.050 -0.864  -0.168
H 2.754 -1.173 -6.564  0.090
H 1.341 -4.328 3.386  0.069
H -3.302 0.501 -7.017  0.129
H -5.756 0.748 -7.028  0.136
H 5.993 3.055 4.137  0.073
H 0.804 -1.694 6.758  0.071
H -3.938 2.967 4.835  0.093
H -1.576 -2.580 5.283  0.136
O 4.687 1.562 3.472  -0.211
O -0.481 0.313 -4.061  -0.168
C -0.827 2.379 4.127  -0.247
H -0.991 1.962 3.123  0.073
H -1.574 -0.640 -2.747  0.132
H -4.972 1.110 2.028  0.086
O 2.500 -4.353 1.744  -0.189
O 2.475 -2.353 -5.040  -0.183
C -2.817 -0.039 -4.360  -0.211
H 2.843 -4.563 -0.856  0.102
H 4.285 -6.225 -2.078  0.139
H -7.461 1.641 -3.901  0.086
H 0.565 -0.769 -2.691  0.066
H 1.337 -4.041 -4.889  0.125
H 4.222 -3.491 1.296  0.118
H -3.367 1.490 1.603  0.052
H 4.604 -2.498 3.573  0.125
C -3.824 1.620 -0.884  -0.270
H -3.708 4.941 -3.437  0.137
H 7.585 -5.620 -3.156  0.090
H 1.564 0.208 -3.726  0.094
C 0.605 -0.888 1.080  -0.676
H -1.893 1.124 -2.837  0.107
H 2.348 -2.426 -2.607  0.105
O 3.215 -1.587 2.365  -0.150
C 4.707 0.208 3.105  -0.244
H 5.166 -0.011 2.125  0.144
H 2.852 -0.459 4.046  0.124
C 3.304 -0.325 3.073  -0.163
H -1.034 -2.118 3.633  0.093
H -1.885 -0.163 4.787  0.111
H 0.747 -1.014 2.130  0.035
O 2.938 -4.281 -2.882  -0.106
H -4.605 6.902 -2.552  0.131
C 1.911 -3.319 -2.957  -0.232
O -4.066 3.730 -1.651  -0.139
H 2.291 -5.800 3.187  0.094
Cl 1.387 2.988 1.595  0.599
C 0.499 -2.123 0.238  -0.613
H 1.437 -2.660 0.313  0.050
H 5.039 -5.549 -0.548  0.121
H 6.598 2.025 2.782  0.101
C 0.723 -2.630 6.253  -0.103
H 4.365 3.335 1.435  0.044
C 3.727 4.181 1.247  -0.606
H -5.338 2.194 -2.233  0.126
C -4.278 0.974 1.228  -0.155
C 4.722 -5.313 -1.571  -0.236
C 3.568 -4.271 -1.596  -0.167
C 0.621 0.246 -3.167  -0.081
H -7.646 0.862 -5.536  0.090
H 3.895 -3.252 -1.273  0.137
C 3.648 -2.715 3.101  -0.185
H 0.263 1.698 5.802  0.130
C -3.819 1.115 -6.259  -0.176
H -3.762 2.192 -6.572  0.146
O -3.007 1.121 -5.101  -0.153
H 1.041 -3.542 -2.339  0.127
H -3.750 -0.303 -3.782  0.136
H -2.946 2.149 -0.497  0.128
H -5.233 -0.471 -5.859  0.124
O -4.804 1.499 0.083  -0.136
C 1.478 -3.142 -4.346  -0.178
H 6.214 -6.870 -3.116  0.101
C 6.716 -5.995 -2.582  -0.097
H -2.606 -0.957 -4.973  0.144
C -5.361 7.113 0.004  -0.146
H 5.259 -0.317 3.845  0.100
H 0.676 1.029 -2.398  0.097
H 0.384 -1.870 -0.805  0.031
C -4.386 4.818 -2.553  -0.176
H -5.440 4.711 -2.895  0.134
H 2.875 -2.902 3.914  0.131
C 3.712 -3.866 2.163  -0.228
C 2.582 4.182 2.212  -0.618
H -3.766 2.086 -3.074  0.127

=====

| no. | DFT total energy (eV) |
| --- | --- |
| 1 | -139458.245 |
| 2 | -184068.703 |
| 3 | -117315.709 |